Record 1
Molecular formula: H2N3O2S
Method: DFT, the ωB97M-V functional and the def2-TZVPD basis

## Properties
**ΔE to the lowest compared entry with this formula, charge and spin**: 1.263 eV
**Charge**: -1
**Molecular weight**: 108.1 g mol⁻¹
**Maximum force**: 4.61 eV/A

Atoms and positions in Å:
N1 -1.77938 0.32947 1.99607
N2 0.84596 -0.00273 -0.58353
N3 1.29044 -1.18000 -1.27261
O1 1.70815 -0.93029 -2.40239
O2 -0.79722 -0.45653 1.87116
S1 -2.14807 1.47108 0.95566
H1 0.31457 -0.18192 0.32802
H2 0.56555 0.95091 -0.89238

=====

Record 2
Molecular formula: H2N3O2S
Method: DFT, the ωB97M-V functional and the def2-TZVPD basis

## Properties
**ΔE to the lowest compared entry with this formula, charge and spin**: 2.227 eV
**Charge**: -1
**Molecular weight**: 108.1 g mol⁻¹
**Maximum force**: 6.77 eV/A

Atoms and positions in Å:
N1 -2.80482 0.39748 0.02418
N2 0.24410 0.90262 -0.25529
N3 1.21008 0.55859 0.56147
O1 2.39603 1.39561 0.21785
O2 -2.18059 -0.15735 -0.99474
S1 -4.36702 0.32310 0.32413
H1 -0.76215 0.49733 -0.27696
H2 0.51201 1.76762 -0.74923

=====

Record 3
Molecular formula: H2N4
Method: DFT, the ωB97M-V functional and the def2-TZVPD basis

## Properties
**ΔE to the lowest compared entry with this formula, charge and spin**: 1.349 eV
**Molecular weight**: 58.0 g mol⁻¹
**Maximum force**: 5.43 eV/A

Atoms and positions in Å:
N1 -0.05163 0.53057 0.00333
N2 2.30097 -0.52031 -0.08664
N3 -0.08720 1.71266 -0.05166
N4 2.95605 0.38843 0.04561
H1 -0.81157 -0.11343 0.19685
H2 0.74955 -0.11625 -0.09295

=====

Record 4
Molecular formula: H2N4O2
Method: DFT, the ωB97M-V functional and the def2-TZVPD basis

## Properties
**ΔE to the lowest compared entry with this formula, charge and spin**: 5.008 eV
**Molecular weight**: 90.0 g mol⁻¹
**SMILES**: O=NOn1[nH][nH]1
**Maximum force**: 1.72 eV/A

Atoms and positions in Å:
N1 -0.79654 -0.39470 0.77390
N2 -0.70295 -0.74009 -0.59032
N3 -0.53202 0.61292 -0.19192
N4 1.75968 0.08962 0.09872
O1 0.76211 1.05525 -0.21494
O2 2.84073 0.54413 0.05811
H1 -1.74226 -0.30019 1.15295
H2 -1.58875 -0.86695 -1.08649

=====

Record 5
Molecular formula: H2N4O4PS
Method: DFT, the ωB97M-V functional and the def2-TZVPD basis

## Properties
**ΔE to the lowest compared entry with this formula, charge and spin**: 0.341 eV
**Charge**: -1
**Molecular weight**: 185.1 g mol⁻¹
**Maximum force**: 6.38 eV/A

Atoms and positions in Å:
N1 -0.51964 -1.02779 -0.90893
N2 -0.01672 0.24977 -0.93546
N3 2.33651 0.04292 0.16440
N4 -1.22199 -1.30585 0.06356
O1 -1.68636 -2.44419 0.25479
O2 -0.51936 2.10179 0.94406
O3 -1.26471 -0.34166 1.04660
O4 -2.31353 1.14424 -0.78163
P1 -1.12413 1.07013 0.04973
S1 1.64559 0.24963 -1.35916
H1 2.15263 -0.68094 0.72858
H2 2.53172 0.94194 0.73348

=====

Record 6
Molecular formula: H2N5O
Method: DFT, the ωB97M-V functional and the def2-TZVPD basis

## Properties
**ΔE to the lowest compared entry with this formula, charge and spin**: 2.725 eV
**Charge**: +1
**Molecular weight**: 88.0 g mol⁻¹
**Maximum force**: 2.86 eV/A

Atoms and positions in Å:
N1 0.19623 2.13599 -0.01348
N2 0.32907 3.15007 0.42455
N3 0.06928 0.97934 -0.31101
N4 0.64088 -0.63416 1.00549
N5 1.68060 -0.82699 1.41976
O1 2.77394 -0.76779 1.68064
H1 -0.09071 0.72889 -1.27547
H2 -0.29389 -1.02624 0.98786

=====

Record 7
Molecular formula: H2NO2P
Method: DFT, the ωB97M-V functional and the def2-TZVPD basis

## Properties
**ΔE to the lowest compared entry with this formula, charge and spin**: 4.269 eV
**Molecular weight**: 79.0 g mol⁻¹
**SMILES**: NOP=O
**Maximum force**: 8.94 eV/A

Atoms and positions in Å:
N1 0.12860 1.23260 0.12310
O1 0.29256 -2.71928 -0.85231
O2 0.37454 -0.14006 -0.13875
P1 -0.76076 -1.23048 -0.42650
H1 0.79199 1.50225 0.84578
H2 -0.82692 1.35496 0.44868

=====

Record 8
Molecular formula: H2NO2S
Method: DFT, the ωB97M-V functional and the def2-TZVPD basis

## Properties
**ΔE to the lowest compared entry with this formula, charge and spin**: 0.882 eV
**Charge**: -1
**Molecular weight**: 80.1 g mol⁻¹
**Maximum force**: 2.23 eV/A

Atoms and positions in Å:
N1 -1.36506 -0.13170 0.02117
O1 1.25774 1.76485 -0.11180
O2 1.69190 -0.76812 0.02585
S1 0.96354 0.44156 0.52805
H1 -1.47925 -0.36657 -0.98589
H2 -1.06887 -0.94003 0.52261

=====

Record 9
Molecular formula: H2NO3S
Method: DFT, the ωB97M-V functional and the def2-TZVPD basis

## Properties
**ΔE to the lowest compared entry with this formula, charge and spin**: 2.810 eV
**Charge**: -1
**Molecular weight**: 96.1 g mol⁻¹
**Maximum force**: 3.42 eV/A

Atoms and positions in Å:
N1 -0.05429 0.62471 -0.09728
O1 -2.59523 0.55271 -0.81706
O2 -1.45196 -1.43648 0.30820
O3 0.58568 -0.39858 -0.82804
S1 -1.71691 0.03256 0.27993
H1 0.34310 0.50444 0.97186
H2 0.34595 -1.31446 -0.54508

=====

Record 10
Molecular formula: H2NO3S3
Method: DFT, the ωB97M-V functional and the def2-TZVPD basis

## Properties
**ΔE to the lowest compared entry with this formula, charge and spin**: 1.940 eV
**Charge**: -1
**Molecular weight**: 160.2 g mol⁻¹
**Maximum force**: 4.07 eV/A

Atoms and positions in Å:
N1 0.07620 -0.94526 -0.47839
O1 -0.85724 1.61592 0.79412
O2 1.30502 1.64334 -0.59735
O3 1.19825 0.81124 1.66277
S1 -0.55713 0.04159 -1.74302
S2 -1.05861 -1.60955 0.65354
S3 0.48876 1.10737 0.46559
H1 -0.42234 -1.05383 -2.49285
H2 -0.17292 -1.61082 1.73559

=====

Record 11
Molecular formula: H2NO4
Method: DFT, the ωB97M-V functional and the def2-TZVPD basis

## Properties
**ΔE to the lowest compared entry with this formula, charge and spin**: 0.000 eV
**Charge**: -1
**Molecular weight**: 80.0 g mol⁻¹
**Maximum force**: 3.93 eV/A

Atoms and positions in Å:
N1 1.50231 0.97065 0.06578
O1 0.39967 1.29777 0.54964
O2 -1.68430 -0.23337 0.04450
O3 1.55362 -0.18676 -0.62003
O4 -0.81504 -1.36587 -0.03731
H1 0.07840 -0.97135 -0.30155
H2 -1.03466 0.48893 0.29897

=====

Record 12
Molecular formula: H2NO4S
Method: DFT, the ωB97M-V functional and the def2-TZVPD basis

## Properties
**ΔE to the lowest compared entry with this formula, charge and spin**: 2.362 eV
**Charge**: -1
**Molecular weight**: 112.1 g mol⁻¹
**Maximum force**: 2.78 eV/A

Atoms and positions in Å:
N1 0.33399 -0.63359 -0.82975
O1 0.70529 0.00052 1.75174
O2 -0.01472 1.73971 0.04882
O3 -0.64264 -1.62365 0.28086
O4 -0.45467 0.09165 -1.60584
S1 0.97077 0.66655 0.43489
H1 -0.24736 -1.34083 1.13157
H2 -0.65065 1.09963 -1.21229

=====

Record 13
Molecular formula: H2NO5P
Method: DFT, the ωB97M-V functional and the def2-TZVPD basis

## Properties
**ΔE to the lowest compared entry with this formula, charge and spin**: 0.000 eV
**Charge**: -2
**Molecular weight**: 127.0 g mol⁻¹
**Maximum force**: 4.40 eV/A

Atoms and positions in Å:
N1 -2.14639 1.14271 -0.63422
O1 2.27732 -0.43016 1.41696
O2 0.95218 -1.95646 -0.14757
O3 1.41179 0.59980 -0.85149
O4 -3.14991 1.62316 -0.05358
O5 -0.26357 0.08454 0.96998
P1 1.13496 -0.29620 0.33019
H1 -1.21403 0.94277 0.11715
H2 0.99765 -1.71015 -1.14742

=====

Record 14
Molecular formula: H2NOS
Method: DFT, the ωB97M-V functional and the def2-TZVPD basis

## Properties
**ΔE to the lowest compared entry with this formula, charge and spin**: 2.656 eV
**Charge**: -1
**Molecular weight**: 64.1 g mol⁻¹
**Maximum force**: 2.23 eV/A

Atoms and positions in Å:
N1 -0.47906 -0.67421 0.66209
O1 -1.25792 -0.88216 -0.25931
S1 1.31411 -0.43661 0.00801
H1 -0.87046 0.84683 1.27197
H2 0.96608 -0.71326 -1.24707

=====

Record 15
Molecular formula: H2Na5O2
Method: DFT, the ωB97M-V functional and the def2-TZVPD basis

## Properties
**ΔE to the lowest compared entry with this formula, charge and spin**: 0.000 eV
**Charge**: +3
**Molecular weight**: 149.0 g mol⁻¹
**Maximum force**: 2.67 eV/A

Atoms and positions in Å:
Na1 9.81278 -1.77924 13.61507
Na2 10.15222 -4.16061 16.26725
Na3 13.39079 -4.86526 15.31178
Na4 12.84880 -2.65144 12.70289
Na5 12.30319 -1.49928 15.86244
O1 11.50904 -3.45047 14.45263
H1 10.59248 -3.74785 14.29135
O2 8.43927 -2.78046 15.25492
H2 8.03522 -3.63591 15.01100